No. 1
C25H40AlBr4Cl2F8I2K2N3O11PS2 as an isolated structure in a non-equilibrium geometry. Source: the OMol25 dataset; level of theory: ωB97M-V/def2-TZVPD.

Properties
Total charge   +1
HOMO energy   -7.923 eV
DFT total energy   -466909.055 eV

Last column: Mulliken charge in e.
Geometry (Å):
C: -1.82411 1.15875 8.25841  -1.261
C: -1.76753 -0.37154 8.17739  -0.779
C: -0.79063 -0.91112 7.11608  -1.077
C: -1.41883 -1.73946 5.96893  -0.314
I: -2.80672 -0.41237 4.98726  0.693
C: -2.01768 -3.09368 6.53798  1.025
N: -1.67778 -3.26593 7.95722  -0.502
C: -3.54228 -3.28453 6.41886  -0.801
C: -4.09550 -3.74177 5.09633  -0.278
O: -4.68766 -3.02372 4.38554  -0.259
I: -3.76727 -5.79830 4.50511  -0.025
O: -1.22203 -4.10972 5.90760  -0.389
C: 0.02791 -3.50943 5.74231  -0.663
O: 1.05568 -3.93561 6.10813  -0.467
C: -0.33646 -2.19958 5.01228  2.118
C: 0.78440 -1.24605 4.61257  -1.238
C: 1.99339 -1.87935 3.89161  -0.991
C: 2.16528 -1.17287 2.51689  -0.502
C: 3.38973 -0.28007 2.39037  -0.509
C: 3.58051 0.12694 0.93613  -0.451
O: 2.26730 0.42775 0.39541  -0.069
C: 2.33740 0.71892 -0.98037  -0.589
C: 0.92953 1.11266 -1.49290  -1.485
P: -1.01114 -2.83529 3.42651  0.231
N: -2.52961 -2.35626 3.28196  -0.574
H: -2.65104 1.56936 7.68036  0.347
H: -2.02070 1.44706 9.29153  0.398
H: -0.88329 1.61727 7.96127  0.286
H: -1.39443 -0.72224 9.14121  0.469
H: -2.76358 -0.81303 8.09287  0.285
H: -0.36583 -0.03074 6.62982  0.651
H: 0.04124 -1.47045 7.53850  0.412
H: -1.76731 -4.26213 8.12723  0.362
H: -2.35511 -2.78426 8.53608  0.286
H: -4.04919 -2.37011 6.72484  0.412
H: -3.81634 -4.04333 7.15186  0.632
H: 0.33980 -0.52835 3.91990  0.470
H: 1.14983 -0.68142 5.46555  0.394
H: 2.90012 -1.74838 4.47547  0.578
H: 1.88374 -2.95231 3.73676  0.480
H: 1.26276 -0.58563 2.34836  0.241
H: 2.21523 -1.91103 1.71345  0.412
H: 4.27814 -0.77263 2.77769  0.467
H: 3.25656 0.65123 2.95852  -0.077
H: 3.99805 -0.75223 0.39131  -0.298
H: 4.25445 0.97960 0.85441  0.581
H: 2.65544 -0.13866 -1.57130  0.382
H: 2.99677 1.57216 -1.15944  0.388
H: 0.74087 0.73483 -2.49779  0.568
H: 0.82020 2.21614 -1.57635  0.378
H: 0.13140 0.71257 -0.84283  0.207
H: -0.86502 -4.22759 3.42819  0.176
H: -0.20982 -2.37136 2.37724  0.000
H: -2.69115 -1.80099 2.44986  0.238
F: -2.97517 2.36378 5.45751  -0.662
K: -1.78193 0.82619 -0.81583  1.009
K: 0.79105 2.97888 0.80788  0.997
C: -6.33175 1.12597 -6.01778  -1.431
C: -5.30517 0.10032 -5.61707  0.504
C: -5.86653 -1.25110 -5.22831  -0.474
O: -4.87753 -1.72201 -4.29413  -0.288
C: -4.29310 -0.65787 -3.74839  0.607
O: -3.56491 -0.71309 -2.79441  -0.542
O: -4.62377 0.47695 -4.38905  -0.348
H: -5.85187 2.05910 -6.31166  0.325
H: -6.92428 0.76291 -6.85672  0.390
H: -6.99498 1.35311 -5.18292  0.365
H: -4.54570 -0.00447 -6.39550  0.264
H: -5.95889 -1.93821 -6.06366  0.320
H: -6.82468 -1.17966 -4.71088  0.316
C: 0.47464 3.37588 -6.71500  0.791
F: -0.86645 3.24725 -6.25955  -0.215
F: 0.45567 2.88246 -7.94652  -0.199
F: 0.64816 4.70395 -6.84793  -0.227
S: 1.71177 2.55898 -5.59513  1.009
O: 1.32308 1.17983 -5.60157  -0.646
O: 1.57673 3.22921 -4.32967  -0.644
N: 2.90883 2.95908 -6.46328  -0.297
S: 4.39578 2.50786 -6.00162  1.048
O: 4.61839 1.10375 -6.09902  -0.605
O: 4.84727 3.17574 -4.82138  -0.628
C: 5.30474 3.27219 -7.40676  0.593
F: 5.10680 4.59274 -7.44109  -0.232
F: 4.88697 2.76320 -8.56479  -0.181
F: 6.60075 3.04284 -7.26862  -0.188
C: 3.69365 3.80666 5.37221  -0.381
Br: 3.02796 4.37333 3.63989  -0.049
Br: 3.56018 5.21656 6.65014  0.006
Br: 2.81322 2.20475 5.95823  0.039
H: 4.74034 3.57614 5.23584  0.412
Al: -1.63709 4.45737 -7.76768  0.631
Br: 5.53494 -1.90058 -0.48422  -0.758
Cl: 3.13546 -1.97939 -10.59461  -0.173
C: 2.77076 -0.55686 -11.60029  -0.440
C: 3.38498 0.70354 -11.04956  -0.555
Cl: 2.63473 1.20693 -9.51069  -0.093
H: 1.69004 -0.46953 -11.67630  0.289
H: 3.17494 -0.75310 -12.59182  0.327
H: 3.24138 1.51892 -11.75632  0.325
H: 4.45010 0.58366 -10.87029  0.316
F: -6.40722 -2.07587 3.28611  -0.597

Force components x, y, z for each atom (eV/Å):
-0.7 -0.1 0.3
0.6 -0.2 0.7
-0.4 0.9 -0.9
0.2 0.2 1.1
-0.4 0.8 -1.0
-0.6 -0.2 0.9
0.2 0.4 -0.4
0.4 -1.2 0.1
-0.4 0.3 -0.1
0.0 -0.2 0.3
0.1 0.0 0.1
0.1 0.0 0.2
-0.8 0.5 -0.1
0.5 -0.4 -0.1
1.1 -0.7 -0.3
0.4 0.0 0.6
-0.3 0.5 -0.8
0.3 -0.7 0.3
-0.5 0.9 -0.2
0.0 -1.2 0.5
-0.5 1.1 0.0
-0.7 0.1 -0.5
0.1 0.4 0.2
-0.1 0.0 -0.2
0.1 1.2 0.2
0.3 0.2 -0.3
0.1 0.0 0.0
0.0 0.0 -0.1
0.0 -0.2 0.0
-0.1 0.2 -0.2
0.1 0.0 0.1
-0.1 -0.2 0.1
0.1 0.0 0.2
0.1 0.0 0.2
0.0 0.1 -0.2
0.1 -0.1 0.0
-0.1 0.2 0.3
-0.2 0.0 0.1
0.0 -0.1 0.2
-0.1 -0.1 0.1
0.0 0.1 -0.3
0.1 -0.1 0.0
0.2 -0.1 -0.2
-0.1 -0.2 0.4
-0.1 0.8 0.1
0.0 0.1 -0.3
0.5 -0.1 0.2
0.3 -0.2 -0.2
0.1 0.0 -0.1
-0.1 -0.4 -0.1
2.3 -0.1 -0.1
0.0 0.0 -0.1
0.3 -0.1 0.1
-0.4 -0.2 -0.1
0.3 -1.8 -0.3
-2.7 -0.5 -0.5
0.8 0.0 0.6
0.1 0.3 0.3
-0.4 0.1 -0.2
0.0 0.0 -0.1
-0.1 0.0 0.0
0.0 -0.1 0.1
0.4 0.5 0.3
0.1 -0.1 -0.1
0.0 0.0 -0.1
0.0 0.0 0.0
-0.1 -0.1 0.0
0.1 -0.1 0.1
0.2 -0.1 0.1
0.0 0.1 0.0
1.4 -0.3 0.1
0.3 -0.1 0.2
-0.3 -0.1 0.0
-0.3 0.1 0.2
0.5 -0.6 0.5
-0.4 0.1 -0.2
-0.5 0.4 0.0
-0.1 0.0 0.2
0.8 -0.2 0.2
-0.3 -0.1 -0.2
-0.3 0.3 0.0
-0.1 0.3 -0.4
-0.1 0.0 0.1
0.2 0.1 0.1
0.0 -0.1 0.1
0.0 -0.1 0.1
0.0 0.1 -0.2
0.0 0.0 0.0
0.0 0.0 0.0
0.0 0.0 -0.1
-0.8 0.6 -0.7
0.3 -0.5 -0.2
0.0 0.0 0.0
0.0 0.0 -0.1
0.0 0.1 -0.1
-0.2 -0.1 -0.1
0.0 0.0 0.0
0.0 0.0 0.0
0.0 0.0 0.0
0.0 0.0 0.1
-0.3 0.5 -0.4

No. 2
C25H40F5I2N8NaO2STe as an isolated structure. Source: the OMol25 dataset; level of theory: ωB97M-V/def2-TZVPD.

Properties
Energy above the lowest of the compared OMol25 structures with the same formula, charge and spin   19.9 kcal per mole
HOMO energy   -8.293 eV
DFT total energy   -94926.940 eV

Last column: Mulliken charge in e.
Geometry (Å):
Na: -1.18727 0.18168 -0.97977  0.616
C: -3.73620 0.52805 -2.84309  -0.742
C: -3.75884 -0.73645 -1.98069  -0.235
N: -3.43235 -0.39351 -0.60724  0.374
C: -3.32317 -1.40660 0.42214  -0.945
C: -2.47330 -0.85496 1.56944  0.397
C: -2.54645 -1.30973 2.87885  -0.917
C: -1.73126 -0.70259 3.82656  -0.684
C: -0.87846 0.32857 3.45727  -0.766
C: -0.86537 0.72444 2.12432  0.781
C: -0.01635 1.87719 1.60111  -1.704
N: 0.16617 1.87047 0.14529  0.526
C: -0.44092 3.00363 -0.58715  -0.855
C: -0.87641 2.64448 -2.00404  -0.627
N: -2.41553 1.14294 -3.05529  -0.409
N: -1.64820 0.13175 1.23703  0.587
H: -4.44267 1.25136 -2.42392  0.146
H: -4.09493 0.28134 -3.84320  0.522
H: -3.01728 -1.45299 -2.35611  -0.113
H: -4.75229 -1.19367 -2.09622  0.517
H: -3.98667 0.39594 -0.29127  -0.436
H: -2.82525 -2.28783 -0.00096  0.262
H: -4.28482 -1.74360 0.82984  0.305
H: -3.24009 -2.09218 3.15593  0.583
H: -1.77213 -1.02587 4.85944  0.482
H: -0.24727 0.81976 4.18731  0.517
H: 0.95602 1.85594 2.10136  0.319
H: -0.50067 2.80671 1.92239  0.493
H: 1.16676 1.85683 -0.03527  -0.075
H: 0.23477 3.86311 -0.64188  0.413
H: -1.33749 3.33808 -0.05903  0.398
H: -0.12995 2.02967 -2.52209  0.200
H: -1.05851 3.55290 -2.58380  0.542
H: -2.54486 1.84805 -3.78521  0.364
I: -5.59148 2.53674 0.63517  0.247
C: -5.09232 1.58907 2.46636  -0.218
I: -6.20243 -0.18891 2.87654  0.004
H: -5.30019 2.26891 3.28272  0.549
H: -4.04433 1.31000 2.45749  -0.379
S: 0.18544 -1.30457 -3.14965  -0.307
C: 0.38728 -2.83685 -2.52350  -0.115
N: -0.60682 -3.69680 -2.20370  0.037
C: -0.08816 -5.02411 -1.89676  -0.632
C: 1.36870 -4.69739 -1.54248  -0.299
N: 1.56049 -3.45329 -2.27432  -0.102
H: -1.51889 -3.54220 -2.59729  0.237
H: -0.14813 -5.68226 -2.76759  0.334
H: -0.62329 -5.48243 -1.06743  0.345
H: 2.06052 -5.46932 -1.87294  0.381
H: 1.48652 -4.53755 -0.46743  0.087
H: 2.40053 -2.90383 -2.22959  0.285
C: 6.09709 1.53139 -0.97250  -1.087
C: 5.83166 1.50822 0.52591  -0.643
N: 4.96071 0.39655 0.91870  0.308
C: 5.61475 -0.87519 1.20866  -0.551
C: 6.26474 -0.91918 2.58405  -1.069
C: 3.62834 0.56288 0.75540  0.114
O: 3.14455 1.60535 0.32476  -0.805
C: 2.70309 -0.55543 1.13186  -0.166
C: 2.60842 -1.06504 2.41967  0.221
C: 1.62638 -2.00196 2.69578  -1.263
C: 0.78388 -2.39758 1.66900  -0.531
N: 0.86166 -1.91720 0.42897  0.260
C: 1.79887 -1.00719 0.17659  -0.412
H: 6.76500 2.35456 -1.22567  0.392
H: 5.16412 1.66827 -1.51725  0.284
H: 6.56763 0.60500 -1.30661  0.299
H: 5.35619 2.43437 0.83983  0.381
H: 6.76302 1.40340 1.08396  0.320
H: 6.37157 -1.04054 0.43721  0.388
H: 4.88662 -1.67727 1.10613  0.286
H: 7.01509 -0.13665 2.69555  0.321
H: 6.76012 -1.87861 2.73526  0.401
H: 5.52574 -0.78845 3.37457  0.221
H: 3.27318 -0.71549 3.19973  0.552
H: 1.50401 -2.41046 3.68945  0.467
H: 0.00024 -3.12487 1.85371  0.539
H: 1.82742 -0.61199 -0.83507  0.580
F: -6.09695 3.86922 -1.80084  -0.577
Te: -4.28645 4.15359 -2.63691  1.681
F: -5.07316 5.71425 -3.26644  -0.388
F: -3.65741 5.31657 -1.17223  -0.553
F: -4.95763 3.35610 -4.31062  -0.544
F: -2.71929 4.70998 -3.69156  -0.547
O: -2.10543 1.91527 -1.86674  -0.166

Force components x, y, z for each atom (eV/Å):
0.6 -0.6 -0.2
0.0 0.0 0.0
0.0 0.0 0.0
0.0 -0.1 0.0
0.0 0.1 0.0
-0.1 0.0 0.0
0.0 0.0 0.0
0.0 0.0 0.0
0.0 0.0 0.0
0.0 0.0 -0.1
0.0 0.0 -0.1
0.0 0.1 0.0
-0.1 0.0 0.0
-0.1 0.1 0.2
0.0 0.1 0.1
0.0 0.0 0.0
0.0 0.0 0.0
0.0 0.0 0.0
0.0 0.0 0.0
0.0 0.0 0.0
0.0 0.0 0.0
0.0 0.0 0.0
0.0 0.0 0.0
0.0 0.0 0.0
0.0 0.0 0.0
0.0 0.0 0.0
0.0 0.0 0.0
0.0 0.0 0.0
-0.1 0.0 0.0
0.0 0.0 0.0
0.0 0.0 0.0
0.0 0.0 0.0
0.0 0.0 -0.1
0.0 0.0 0.0
0.0 0.1 0.0
0.0 0.0 0.0
0.0 0.0 0.0
0.0 0.0 0.0
0.0 0.0 0.0
0.0 0.0 0.1
0.0 0.0 0.0
0.0 0.0 0.0
0.0 0.0 0.0
0.0 0.0 0.0
0.0 0.0 0.0
0.0 0.0 0.0
0.0 0.0 0.0
0.0 0.0 0.0
0.0 0.0 0.0
0.0 0.0 0.0
0.0 0.0 0.0
0.0 0.0 0.0
0.0 0.0 0.0
-0.1 0.1 0.0
0.0 0.0 0.0
0.0 0.0 0.0
0.1 0.0 0.0
0.1 0.0 0.0
0.0 0.0 0.0
0.0 0.0 0.0
0.0 0.0 0.0
0.0 0.0 0.0
0.0 0.0 0.0
0.0 0.0 0.1
0.0 0.0 0.0
0.0 0.0 0.0
0.0 0.0 0.0
0.0 0.0 0.0
0.0 0.0 0.0
0.0 0.0 0.0
0.0 0.0 0.0
0.0 0.0 0.0
0.0 0.0 0.0
0.0 0.0 0.0
0.0 0.0 0.0
0.0 0.0 0.0
0.0 0.0 0.0
0.0 0.0 0.0
0.1 0.1 0.1
0.0 -0.1 0.0
0.0 0.0 0.0
-0.1 0.0 0.0
0.0 0.0 0.0
0.0 0.0 0.1
-0.2 0.3 -0.1

No. 3
C25H40IKN9O4SbSi3 as an isolated structure in a non-equilibrium geometry. Source: the OMol25 dataset; level of theory: ωB97M-V/def2-TZVPD.

Properties
Energy above the lowest of the compared OMol25 structures with the same formula, charge and spin   21.2 kcal per mole
Total charge   -2
HOMO energy   -2.508 eV
DFT total energy   -102774.309 eV

Last column: Mulliken charge in e.
Geometry (Å):
K: -0.14770 0.06762 0.28968  1.487
O: 0.50963 1.73827 -1.28560  -0.463
N: -0.22703 2.66782 -0.90095  -0.511
N: -1.43958 2.31598 -0.56986  1.041
O: -1.94167 1.10839 -0.66275  -0.926
C: -2.31034 3.39120 -0.18175  0.105
C: -1.82527 4.66663 0.09557  -0.305
C: -2.71407 5.66172 0.46755  -0.483
C: -4.07596 5.39584 0.57418  -0.454
C: -4.53797 4.11532 0.30974  -0.450
C: -3.65996 3.10438 -0.06696  -0.429
H: -0.76619 4.86094 0.02068  0.411
H: -2.33387 6.65249 0.68744  0.347
H: -4.76330 6.17740 0.87508  0.349
H: -5.59366 3.88932 0.40507  0.340
H: -3.98280 2.09143 -0.25927  0.389
N: 1.45126 -2.20487 0.12477  -0.429
C: 1.30362 -3.08007 0.88542  0.352
N: 1.14592 -3.96552 1.82679  -0.683
C: 1.22033 -5.25906 1.61439  0.488
N: 1.27566 -6.42000 1.53842  -0.713
I: -6.14315 -4.36644 0.02709  0.021
C: -4.53401 -3.08937 0.08976  -0.377
C: -4.31949 -2.07342 0.99454  -0.351
N: -3.16102 -1.50534 0.63522  0.583
N: -2.58502 -2.09156 -0.42228  -0.617
C: -3.41630 -3.06517 -0.76561  -0.353
H: -4.86971 -1.72496 1.85149  0.492
H: -2.72068 -0.74225 1.14765  0.084
H: -3.18760 -3.71121 -1.59860  0.411
C: 2.30816 -0.81335 4.91835  -0.900
N: 0.93843 -0.62981 4.47721  0.274
C: -0.09934 -0.99329 5.28519  0.026
C: -1.37686 -0.84971 4.91177  -1.156
C: -1.64978 -0.33980 3.56707  0.510
O: -2.82107 -0.23973 3.15446  -0.836
N: -0.59770 0.03413 2.79363  -0.360
C: 0.68721 -0.07424 3.20783  0.492
O: 1.65546 0.29382 2.52820  -0.430
H: 2.63037 -0.00842 5.58542  0.264
H: 2.95491 -0.81610 4.04731  -0.017
H: 2.39721 -1.77019 5.43408  0.400
H: 0.18606 -1.41086 6.24373  0.363
H: -2.19363 -1.15171 5.54981  0.369
C: 6.70443 -0.46401 0.27061  -1.016
Si: 5.02995 -0.30838 1.09525  0.855
C: 5.17648 0.99531 2.43687  -1.020
C: 4.64211 -1.94637 1.90478  -0.807
Sb: 3.05037 0.36079 -0.33927  -0.764
Si: 3.79397 -1.03487 -2.33374  0.748
C: 5.26254 -0.38180 -3.30223  -1.122
C: 2.33251 -1.10788 -3.49394  -1.183
C: 4.24210 -2.77363 -1.83080  -0.950
Si: 4.08453 2.53247 -1.22724  0.794
C: 5.93733 2.76230 -1.40459  -1.274
C: 3.50190 3.86849 -0.04253  -1.019
C: 3.30482 2.94049 -2.88445  -0.967
H: 7.46285 -0.61128 1.04949  0.370
H: 6.96178 0.42738 -0.30269  0.177
H: 6.73876 -1.32099 -0.40859  0.226
H: 5.82081 0.64264 3.25125  0.415
H: 4.18540 1.22915 2.83796  0.161
H: 5.60539 1.91972 2.03400  0.291
H: 5.31898 -2.12492 2.74876  0.415
H: 4.74329 -2.77262 1.19629  0.318
H: 3.61011 -1.96796 2.26626  -0.109
H: 5.11512 0.64028 -3.65613  0.218
H: 5.41077 -1.03022 -4.17502  0.388
H: 6.17437 -0.39854 -2.69860  0.239
H: 2.06837 -0.10872 -3.85430  0.284
H: 1.46025 -1.50594 -2.96821  0.267
H: 2.55178 -1.74989 -4.35479  0.376
H: 5.18345 -2.79989 -1.27371  0.225
H: 4.35840 -3.38460 -2.73396  0.381
H: 3.46130 -3.20726 -1.20273  0.172
H: 6.43676 2.77419 -0.43168  0.292
H: 6.09967 3.73398 -1.88661  0.388
H: 6.40619 1.98827 -2.01528  0.315
H: 3.90793 3.71310 0.96196  0.256
H: 2.41052 3.83529 0.03403  0.098
H: 3.80089 4.86445 -0.39158  0.381
H: 3.75680 2.37853 -3.70666  0.289
H: 3.42702 4.01052 -3.09214  0.404
H: 2.23619 2.71018 -2.85190  0.133

Force components x, y, z for each atom (eV/Å):
1.0 -1.9 0.7
0.2 0.5 -0.9
-0.5 0.4 0.1
-0.4 0.4 0.0
-0.9 1.1 -0.8
0.4 -0.4 -0.1
-0.1 0.1 0.0
0.0 0.0 0.0
0.0 0.0 0.0
0.0 -0.1 0.0
-0.2 0.1 0.1
0.0 0.0 0.0
0.0 0.0 0.0
0.0 0.0 0.0
0.0 0.0 0.0
0.0 0.0 0.0
-0.1 -0.5 0.1
0.1 -0.2 0.0
0.0 0.1 0.1
0.0 0.1 -0.1
0.0 0.1 0.0
-0.1 -0.1 0.0
0.2 0.1 0.0
0.0 0.1 0.0
0.1 -0.1 0.0
-0.2 0.0 0.2
0.0 0.1 0.0
0.0 0.0 0.0
-0.1 0.0 0.1
0.0 0.0 0.0
-0.1 0.0 0.0
0.1 -0.1 0.0
0.1 0.0 0.0
0.0 0.0 -0.1
0.0 0.3 0.0
0.0 -0.1 -0.1
0.1 -0.1 0.7
-0.4 0.1 0.0
-0.2 0.0 0.2
0.0 0.0 0.0
0.0 0.0 0.0
0.0 0.0 0.0
0.0 0.0 0.0
0.0 0.0 0.0
0.3 -0.1 -0.1
-0.4 0.1 0.0
0.1 0.2 0.1
-0.1 -0.2 0.1
0.8 0.2 -0.2
-0.2 0.2 0.2
0.2 0.0 -0.2
-0.2 0.0 -0.1
0.1 -0.2 0.1
-0.4 -0.2 0.2
0.3 0.1 0.0
0.0 0.1 0.1
0.0 0.0 -0.2
0.0 0.0 -0.1
0.0 0.0 0.0
0.0 0.0 0.1
0.0 0.1 0.0
0.1 -0.1 0.0
0.0 0.0 0.0
0.0 -0.1 0.0
0.0 0.0 0.0
0.1 0.0 0.0
0.0 0.0 0.0
0.1 0.1 0.0
0.0 0.0 0.0
0.0 -0.1 0.0
0.1 0.0 0.0
-0.1 0.0 0.0
0.0 0.0 -0.1
0.0 0.0 0.1
0.0 0.0 -0.1
0.0 0.0 0.0
0.1 0.0 0.0
0.0 0.1 0.0
0.0 0.0 0.0
0.1 0.0 0.0
0.0 0.0 0.0
0.0 0.0 0.0
0.0 0.0 0.0
0.1 0.0 0.0